(1)
Molecular formula: C4H6O2
Method: DFT, the ωB97M-V functional and the def2-TZVPD basis

Each line ends with the Mulliken charge.
Positions of all 12 atoms, in Å:
1 C -0.01132 -1.93872 -0.45349  -0.941
2 C 0.73773 0.39475 0.20668  -0.456
3 C -0.34843 1.41633 0.46158  -0.250
4 O -1.07972 -0.18643 -1.16360  -0.433
5 H -0.22660 2.27863 -0.18066  0.251
6 H -0.22992 1.77550 1.48092  0.313
7 H 1.16675 0.05931 1.14487  0.303
8 H -0.77167 -2.55178 -0.90729  0.302
9 H 1.53296 0.80684 -0.40313  0.267
10 C -0.05249 -0.62318 -0.50075  0.740
11 H 0.87668 -2.29480 -0.00366  0.285
12 O -1.59397 0.86355 0.31853  -0.380

Values from the calculation:
- total energy (a.u.) = -306.3181
- total charge = 0
- Kohn-Sham gap (alpha / beta) (eV) = 8.24 / 9.04
- energy above the lowest of the compared OMol25 structures with the same formula, charge and spin (eV) = 5.122
- molecular weight (Da) = 86.09
- E_HOMO (alpha / beta) (eV) = -9.6 / -9.7

(2)
Molecular formula: C4H6O2
Method: DFT, the ωB97M-V functional and the def2-TZVPD basis

Each line ends with the Mulliken charge.
Positions of all 12 atoms, in Å:
1 H -0.59943 -2.18563 0.82094  0.251
2 C -0.28385 -0.07518 1.11090  -0.744
3 H -0.13152 -0.05574 2.18038  0.307
4 H 1.72894 0.75047 0.54422  0.368
5 H 0.42727 -0.51406 -1.49027  0.399
6 H -0.27283 2.35178 -0.17751  0.378
7 H -1.23762 -1.14806 -0.52541  0.204
8 C -0.72466 -1.18204 0.44006  -0.218
9 O 0.96823 -0.74441 -0.70618  -0.592
10 C 0.76207 0.41569 0.13348  0.114
11 C -0.05473 1.38124 -0.64825  0.103
12 O -0.58187 1.00594 -1.68237  -0.570

Values from the calculation:
- total energy (a.u.) = -306.3481
- SMILES string = C=C[C@@H](O)C=O
- total charge = 0
- Kohn-Sham gap (alpha / beta) (eV) = 8.63 / 8.63
- energy above the lowest of the compared OMol25 structures with the same formula, charge and spin (eV) = 4.304
- molecular weight (Da) = 86.09
- E_HOMO (alpha / beta) (eV) = -8.2 / -8.2

(3)
Molecular formula: C4H6O2
Method: DFT, the ωB97M-V functional and the def2-TZVPD basis

Each line ends with the Mulliken charge.
Positions of all 12 atoms, in Å:
1 O 1.73480 -0.50915 -0.78412  -0.317
2 C 0.72621 0.02030 0.00717  0.889
3 H -2.12782 -1.93250 -0.16320  0.203
4 C -1.23640 -1.21144 -0.37496  -0.781
5 C 0.22801 1.46186 0.00621  -1.191
6 C -0.28861 -1.00332 0.52035  -0.308
7 H 1.00277 2.10163 -0.06669  0.446
8 H -0.37269 1.61293 1.05268  0.239
9 O 1.99628 -0.12463 0.51892  -0.348
10 H -0.00493 -1.31058 1.43488  0.499
11 H -0.36758 1.63066 -0.88593  0.328
12 H -1.29004 -0.73577 -1.26529  0.341

Values from the calculation:
- total energy (a.u.) = -306.3017
- SMILES string = C=CC1(C)OO1
- total charge = 0
- Kohn-Sham gap (eV) = 10.82
- energy above the lowest of the compared OMol25 structures with the same formula, charge and spin (eV) = 5.567
- molecular weight (Da) = 86.09
- E_HOMO (eV) = -9.8

(4)
Molecular formula: C4H6O2
Method: DFT, the ωB97M-V functional and the def2-TZVPD basis

Each line ends with the Mulliken charge.
Positions of all 12 atoms, in Å:
1 C 1.69616 0.11764 -0.18124  0.548
2 H -0.56095 -0.01156 -1.67215  0.294
3 O 1.45159 1.42526 0.00390  -0.459
4 C -1.79255 0.33397 0.04173  -0.670
5 H 0.48933 -1.84674 0.13190  0.276
6 O 2.79918 -0.38429 -0.18054  -0.523
7 C -0.68998 -0.22599 -0.61806  -0.352
8 C 0.45127 -0.71184 0.24722  -0.389
9 H -1.97520 0.01178 1.07111  0.243
10 H -2.65993 0.44270 -0.49711  0.363
11 H 0.29878 -0.43980 1.40938  0.269
12 H 0.49231 1.28887 0.24387  0.400

Values from the calculation:
- total energy (a.u.) = -306.4286
- SMILES string = C=CCC(=O)O
- total charge = 0
- Kohn-Sham gap (eV) = 10.58
- energy above the lowest of the compared OMol25 structures with the same formula, charge and spin (eV) = 2.113
- molecular weight (Da) = 86.09
- E_HOMO (eV) = -10.0

(5)
Molecular formula: C4H6O2
Method: DFT, the ωB97M-V functional and the def2-TZVPD basis

Each line ends with the Mulliken charge.
Positions of all 12 atoms, in Å:
1 H -1.29769 -1.95922 -0.60883  0.305
2 C 0.59110 0.42080 0.35637  -0.068
3 H -0.45749 0.71320 2.27310  0.343
4 C 0.29635 -0.92412 -0.24027  -0.031
5 H 1.13510 -1.61673 -0.32011  0.332
6 O -1.29124 1.83964 0.83264  -0.472
7 C 0.31682 0.29190 -1.11524  -0.660
8 H 1.60551 0.59238 0.71751  0.350
9 H -0.64508 0.68454 -1.43453  0.247
10 C -0.47144 1.04034 1.21645  -0.084
11 O -0.91252 -1.50128 0.14522  -0.515
12 H 1.13057 0.41855 -1.82230  0.253

Values from the calculation:
- total energy (a.u.) = -306.4409
- SMILES string = O=C[C@@H]1C[C@@H]1O
- total charge = 0
- Kohn-Sham gap (eV) = 10.67
- energy above the lowest of the compared OMol25 structures with the same formula, charge and spin (eV) = 1.781
- molecular weight (Da) = 86.09
- E_HOMO (eV) = -9.9

(6)
Molecular formula: C4H6O2
Method: DFT, the ωB97M-V functional and the def2-TZVPD basis

Each line ends with the Mulliken charge.
Positions of all 12 atoms, in Å:
1 C 0.53320 1.02313 0.24167  0.238
2 H -1.56977 -0.53000 -1.46534  0.287
3 O 0.79357 -1.02526 -0.13069  -0.412
4 H -2.34376 0.22061 -0.06069  0.348
5 C -0.29043 -0.19701 0.27610  0.600
6 C 1.71513 0.07540 -0.05693  -0.241
7 O 0.31110 2.17259 0.51311  -0.577
8 H -0.24634 0.10969 1.44534  0.140
9 H -1.94027 -1.52231 -0.05802  0.319
10 H 2.49118 -0.10033 0.68899  0.234
11 H 2.15989 0.29964 -1.02683  0.235
12 C -1.61352 -0.52615 -0.36671  -1.170

Values from the calculation:
- total energy (a.u.) = -306.4148
- total charge = 0
- Kohn-Sham gap (eV) = 10.21
- energy above the lowest of the compared OMol25 structures with the same formula, charge and spin (eV) = 2.490
- molecular weight (Da) = 86.09
- E_HOMO (eV) = -9.4

(7)
Molecular formula: C4H6O2
Method: DFT, the ωB97M-V functional and the def2-TZVPD basis

Each line ends with the Mulliken charge.
Positions of all 12 atoms, in Å:
1 H 1.09913 -0.05660 -2.08233  0.338
2 H 1.53519 -0.89995 -0.54240  0.276
3 C 0.53317 0.90647 0.03495  0.071
4 O -1.49943 -1.31046 -1.24431  -0.250
5 C -0.69474 -0.02926 1.14871  -1.278
6 H -1.76492 -0.06170 0.93729  0.374
7 H -0.34659 -0.98616 1.54799  0.350
8 C -0.48215 -0.87986 -0.93535  0.613
9 H -0.18371 1.62945 -0.38906  0.325
10 H -0.52512 0.72087 1.91870  0.369
11 C 0.79238 -0.29369 -1.05933  -0.538
12 O 1.53679 1.26088 0.66514  -0.651

Values from the calculation:
- total energy (a.u.) = -306.3408
- total charge = 0
- Kohn-Sham gap (eV) = 8.05
- energy above the lowest of the compared OMol25 structures with the same formula, charge and spin (eV) = 4.504
- molecular weight (Da) = 86.09
- E_HOMO (eV) = -8.4

(8)
Molecular formula: C4H6O2
Method: DFT, the ωB97M-V functional and the def2-TZVPD basis

Each line ends with the Mulliken charge.
Positions of all 12 atoms, in Å:
1 C -1.03046 0.17641 -0.69370  -0.388
2 H 2.19194 0.41230 -0.80894  0.370
3 H 1.04818 1.60126 -0.03264  0.351
4 C 0.38192 -0.62969 1.23009  -0.885
5 H -1.40017 1.19043 -0.48503  0.283
6 H 1.16161 0.13414 0.92575  0.436
7 C 1.17808 0.58280 -0.44270  -0.407
8 H -1.71563 -0.34497 -1.35973  0.287
9 H 0.83240 -1.61742 1.26139  0.216
10 C -0.93500 -0.59678 0.64369  0.640
11 O -1.94788 -1.12661 1.08534  -0.583
12 O 0.23501 0.21813 -1.32352  -0.321

Values from the calculation:
- total energy (a.u.) = -306.3300
- total charge = 0
- Kohn-Sham gap (eV) = 8.54
- energy above the lowest of the compared OMol25 structures with the same formula, charge and spin (eV) = 4.799
- molecular weight (Da) = 86.09
- E_HOMO (eV) = -8.7